[1]
{"formula": "C4H11N2", "method": "ωB97M-V with the def2-TZVPD basis set", "symbols": ["C", "C", "C", "N", "C", "N", "H", "H", "H", "H", "H", "H", "H", "H", "H", "H", "H"], "positions_angstrom": [[-2.35, 0.49, -0.63], [-1.92, -0.56, 0.48], [-0.43, -0.31, 0.90], [2.76, 0.11, 0.16], [1.64, 0.41, -0.44], [0.47, -0.22, -0.37], [-2.68, 0.10, -1.65], [-3.20, 1.03, -0.23], [-1.45, 1.02, -1.01], [-2.13, -1.55, 0.08], [-2.54, -0.51, 1.39], [-0.22, -1.18, 1.54], [-0.20, 0.67, 1.26], [2.98, 0.76, 0.96], [3.42, -0.68, -0.10], [1.61, 1.20, -1.26], [0.14, -0.36, -1.31]], "gap_ev": 9.21, "homo_energy_ev": -15.08, "de_lowest_ev": 3.955, "lumo_energy_ha": -0.2156, "charge": 1, "smiles": "CCC/[NH+]=C\\N"}

---

[2]
{"formula": "C4H11N2O", "method": "ωB97M-V with the def2-TZVPD basis set", "symbols": ["C", "O", "C", "C", "C", "N", "N", "H", "H", "H", "H", "H", "H", "H", "H", "H", "H", "H"], "positions_angstrom": [[0.23, -2.03, -0.55], [-0.37, -2.71, -1.53], [-0.28, -0.51, -0.42], [0.85, 0.31, 0.26], [0.34, 1.66, 0.84], [-0.72, 1.39, 1.82], [-0.72, -0.12, -1.74], [-0.04, -2.53, 0.43], [1.34, -1.88, -0.71], [-1.08, -0.54, 0.35], [1.63, 0.45, -0.49], [1.01, -0.28, 1.21], [0.06, 2.26, -0.02], [1.19, 2.24, 1.26], [-0.98, 2.25, 2.29], [-1.57, 1.07, 1.37], [-1.08, -1.01, -2.12], [0.17, -0.01, -2.25]], "gap_ev": 6.35, "homo_energy_ev": -2.50, "de_lowest_ev": 1.252, "lumo_energy_ha": 0.1415, "charge": -1, "smiles": "NCC[C@@H](N)C[O-]"}

---

[3]
{"formula": "C4H11N2O", "method": "ωB97M-V with the def2-TZVPD basis set", "symbols": ["C", "O", "C", "C", "C", "N", "N", "H", "H", "H", "H", "H", "H", "H", "H", "H", "H", "H"], "positions_angstrom": [[0.30, -1.25, -1.40], [-0.65, -1.65, -2.25], [-0.22, -0.20, -0.35], [0.90, 0.32, 0.53], [0.49, 1.30, 1.66], [-0.20, 0.52, 2.70], [-0.80, 0.93, -1.13], [0.78, -2.02, -0.78], [1.22, -0.69, -1.85], [-0.97, -0.74, 0.23], [1.68, 0.79, -0.10], [1.24, -0.61, 0.99], [-0.14, 2.08, 1.23], [1.42, 1.75, 2.01], [-0.70, -0.30, 2.38], [0.47, 0.19, 3.39], [-1.39, 0.37, -1.76], [-0.05, 1.43, -1.59]], "gap_ev": 6.58, "homo_energy_ev": -2.60, "de_lowest_ev": 1.010, "lumo_energy_ha": 0.1461, "charge": -1, "smiles": "NCC[C@@H](N)C[O-]"}

---

[4]
{"formula": "C4H11N2O", "method": "ωB97M-V with the def2-TZVPD basis set", "symbols": ["N", "C", "C", "N", "C", "C", "O", "H", "H", "H", "H", "H", "H", "H", "H", "H", "H", "H"], "positions_angstrom": [[-1.84, -2.05, 1.38], [-1.46, -0.76, 0.86], [0.03, -0.40, 0.91], [0.25, 0.95, 0.45], [0.26, 1.06, -1.01], [1.72, 1.19, -1.62], [2.66, 1.27, -0.66], [-1.46, -2.21, 2.32], [-1.43, -2.79, 0.80], [-1.87, -0.57, -0.14], [-1.92, 0.15, 1.28], [0.59, -1.08, 0.25], [0.33, -0.46, 1.96], [1.24, 1.16, 0.62], [-0.37, 1.93, -1.27], [-0.25, 0.22, -1.50], [1.87, 0.32, -2.32], [1.64, 2.08, -2.29]], "gap_ev": [2.92, 7.14], "homo_energy_ev": [4.11, -0.16], "multiplicity": 2, "s2": 0.750, "de_lowest_ev": 0.568, "lumo_energy_ha": [0.2586, 0.2567], "charge": -2}

---

[5]
{"formula": "C4H11N2O", "method": "ωB97M-V with the def2-TZVPD basis set", "symbols": ["C", "N", "C", "C", "N", "C", "O", "H", "H", "H", "H", "H", "H", "H", "H", "H", "H", "H"], "positions_angstrom": [[-0.98, 0.24, 0.92], [-1.22, -0.67, 2.05], [0.13, -0.24, 0.01], [1.44, -0.36, 0.74], [0.27, 0.78, -1.05], [-0.25, 0.33, -2.40], [-0.42, -0.95, -2.63], [-1.88, 0.24, 0.30], [-0.79, 1.27, 1.16], [-1.92, -0.22, 2.65], [-0.39, -0.67, 2.64], [-0.04, -1.21, -0.46], [2.23, -0.65, 0.10], [1.76, 0.59, 1.10], [1.44, -1.01, 1.59], [1.28, 0.87, -1.15], [0.51, 0.77, -3.07], [-1.17, 0.90, -2.51]], "gap_ev": [10.44, 7.62], "homo_energy_ev": [-9.47, -9.46], "multiplicity": 2, "s2": 0.755, "de_lowest_ev": 1.194, "lumo_energy_ha": [0.0358, -0.0674]}

---

[6]
{"formula": "C4H11N2O", "method": "ωB97M-V with the def2-TZVPD basis set", "symbols": ["O", "C", "N", "C", "N", "C", "C", "H", "H", "H", "H", "H", "H", "H", "H", "H", "H", "H"], "positions_angstrom": [[-1.77, 1.53, -0.54], [-0.63, 1.57, -0.94], [0.13, 2.71, -1.14], [0.15, 0.25, -0.96], [-0.69, -0.73, -0.14], [-0.19, -0.85, 1.28], [0.94, -1.84, 1.31], [0.25, 2.96, -2.12], [-0.18, 3.49, -0.58], [1.11, 0.42, -0.48], [0.32, -0.16, -1.96], [-1.60, -0.25, -0.31], [-0.67, -1.65, -0.57], [0.14, 0.13, 1.62], [-1.09, -1.12, 1.84], [1.69, -1.65, 0.53], [1.42, -1.98, 2.27], [0.68, -2.84, 0.90]], "gap_ev": 11.61, "homo_energy_ev": -14.87, "de_lowest_ev": 1.376, "lumo_energy_ha": -0.1197, "charge": 1, "smiles": "CC[NH2+]CC(N)=O"}

---

[7]
{"formula": "C4H11N2O", "method": "ωB97M-V with the def2-TZVPD basis set", "symbols": ["C", "C", "C", "C", "N", "N", "O", "H", "H", "H", "H", "H", "H", "H", "H", "H", "H", "H"], "positions_angstrom": [[1.88, -1.07, 2.97], [-0.65, 0.48, -1.15], [-0.58, -1.00, -1.39], [-1.90, 1.05, -0.74], [0.60, -0.22, 1.26], [0.35, 1.14, -1.41], [0.78, -0.78, 2.49], [1.99, -1.29, 4.04], [2.71, -0.64, 2.45], [-0.67, -1.38, -0.43], [0.40, -1.05, -1.80], [-1.39, -1.38, -2.11], [-1.78, 2.02, -0.44], [-2.35, 0.53, 0.11], [-2.57, 0.93, -1.59], [1.55, -0.18, 0.73], [0.45, 2.09, -1.20], [1.18, 0.74, -1.79]], "gap_ev": [8.54, 8.54], "homo_energy_ev": [-12.17, -12.17], "de_lowest_ev": 6.324, "lumo_energy_ha": [-0.1332, -0.1332], "charge": 1}

---

[8]
{"formula": "C4H11N2O", "method": "ωB97M-V with the def2-TZVPD basis set", "symbols": ["C", "N", "C", "N", "H", "H", "H", "H", "H", "H", "H", "O", "C", "C", "H", "H", "H", "H"], "positions_angstrom": [[-0.28, -0.06, -2.01], [-2.07, -2.31, 0.33], [-1.21, -1.44, -0.15], [-1.08, -1.18, -1.45], [-0.10, -0.21, -3.06], [0.69, -0.07, -1.51], [-0.77, 0.89, -1.85], [-2.70, -2.86, -0.19], [-2.13, -2.41, 1.34], [-0.37, -1.07, 0.47], [-1.80, -1.64, -2.05], [2.99, 3.07, 1.46], [2.50, 1.94, 1.63], [1.07, 1.59, 1.29], [3.10, 1.19, 2.16], [0.39, 2.25, 1.86], [0.82, 0.49, 1.44], [0.94, 1.85, 0.26]], "gap_ev": 8.43, "homo_energy_ev": -12.62, "de_lowest_ev": 2.100, "lumo_energy_ha": -0.1540, "charge": 1}

---

[9]
{"formula": "C4H11N2O", "method": "ωB97M-V with the def2-TZVPD basis set", "symbols": ["N", "C", "C", "N", "C", "C", "O", "H", "H", "H", "H", "H", "H", "H", "H", "H", "H", "H"], "positions_angstrom": [[1.12, -1.10, -2.00], [0.15, -1.20, -0.89], [0.19, 0.17, -0.23], [-0.61, 0.42, 0.81], [-1.24, -0.62, 1.60], [-0.49, 1.75, 1.40], [0.94, 1.00, -0.74], [2.04, -1.40, -1.70], [1.23, -0.09, -2.19], [0.83, -1.66, -2.81], [0.43, -2.01, -0.22], [-0.83, -1.46, -1.26], [-1.55, -1.47, 0.99], [-0.60, -1.02, 2.39], [-2.15, -0.22, 2.03], [-0.78, 2.48, 0.68], [-1.05, 1.79, 2.32], [0.55, 2.00, 1.59]], "gap_ev": 10.19, "homo_energy_ev": -13.71, "de_lowest_ev": 1.034, "lumo_energy_ha": -0.1296, "charge": 1, "smiles": "CN(C)C(=O)C[NH3+]"}

---

[10]
{"formula": "C4H11N2O", "method": "ωB97M-V with the def2-TZVPD basis set", "symbols": ["O", "C", "C", "C", "C", "N", "N", "H", "H", "H", "H", "H", "H", "H", "H", "H", "H", "H"], "positions_angstrom": [[-1.72, 0.26, -0.91], [-0.73, -0.28, -0.54], [0.31, 0.22, 0.41], [1.44, -0.59, 0.69], [2.69, -0.19, -0.23], [3.33, 0.94, 0.42], [-5.23, -0.11, -0.13], [-0.42, -1.28, -0.88], [-0.01, 1.06, 1.05], [1.77, -0.55, 1.72], [1.24, -1.63, 0.42], [3.47, -0.92, -0.42], [2.31, 0.08, -1.22], [2.75, 1.76, 0.37], [4.29, 1.08, 0.19], [-4.28, 0.21, -0.07], [-5.81, 0.68, 0.04], [-5.39, -0.73, -0.88]], "gap_ev": 3.29, "homo_energy_ev": -11.84, "de_lowest_ev": 5.858, "lumo_energy_ha": -0.3141, "charge": 1}

---

[11]
{"formula": "C4H11N2O", "method": "ωB97M-V with the def2-TZVPD basis set", "symbols": ["O", "C", "N", "C", "C", "N", "C", "H", "H", "H", "H", "H", "H", "H", "H", "H", "H", "H"], "positions_angstrom": [[-1.32, -1.08, 0.00], [-0.23, -0.74, -0.41], [0.42, -1.29, -1.46], [0.87, -0.58, -2.65], [0.58, 0.26, 0.46], [-0.42, 1.15, 1.13], [-0.93, 0.60, 2.49], [0.37, -2.29, -1.63], [1.53, 0.26, -2.46], [0.00, -0.27, -3.24], [1.30, -1.23, -3.42], [1.26, 0.85, -0.13], [1.02, -0.36, 1.23], [-0.17, 2.12, 1.20], [-1.28, 1.11, 0.58], [-2.00, 0.77, 2.50], [-0.62, -0.43, 2.58], [-0.37, 1.16, 3.24]], "gap_ev": 10.34, "homo_energy_ev": -13.71, "de_lowest_ev": 1.952, "lumo_energy_ha": -0.1235, "charge": 1, "smiles": "CNC(=O)C[NH2+]C"}

---

[12]
{"formula": "C4H11N2O", "method": "ωB97M-V with the def2-TZVPD basis set", "symbols": ["O", "C", "C", "C", "C", "N", "N", "H", "H", "H", "H", "H", "H", "H", "H", "H", "H", "H"], "positions_angstrom": [[2.71, -0.45, 1.37], [2.09, 0.32, 0.72], [0.58, 0.51, 0.81], [0.09, 0.90, -0.59], [-1.29, 0.42, -1.10], [-1.27, -1.11, -0.87], [-0.04, -0.72, 1.37], [2.60, 0.98, -0.01], [0.47, 1.33, 1.50], [0.75, 0.70, -1.44], [0.07, 1.99, -0.60], [-1.33, 0.47, -2.16], [-2.13, 0.73, -0.51], [-0.43, -1.52, -1.29], [-2.02, -1.56, -1.38], [-0.94, -1.24, 0.30], [0.69, -1.36, 1.69], [-0.60, -0.41, 2.19]], "gap_ev": 10.94, "homo_energy_ev": -14.18, "de_lowest_ev": 2.003, "lumo_energy_ha": -0.1191, "charge": 1, "smiles": "N[C@@H](C=O)CC[NH3+]"}

---

[13]
{"formula": "C4H11N2O", "method": "ωB97M-V with the def2-TZVPD basis set", "symbols": ["O", "C", "C", "C", "C", "N", "N", "H", "H", "H", "H", "H", "H", "H", "H", "H", "H", "H"], "positions_angstrom": [[-0.11, -2.68, 1.01], [-0.92, -1.80, 1.09], [-0.92, -0.68, 0.06], [-0.64, 0.70, 0.68], [0.31, 1.52, -0.17], [1.70, 0.84, -0.29], [-0.13, -1.05, -1.13], [-1.77, -1.81, 1.79], [-1.97, -0.63, -0.27], [-0.24, 0.61, 1.69], [-1.52, 1.33, 0.77], [0.52, 2.50, 0.24], [0.02, 1.58, -1.21], [2.49, 1.41, 0.02], [1.94, 0.81, -1.29], [1.70, -0.14, 0.02], [-0.12, -2.06, -1.10], [-0.34, -0.45, -1.90]], "gap_ev": 10.22, "homo_energy_ev": -13.76, "de_lowest_ev": 2.273, "lumo_energy_ha": -0.1301, "charge": 1, "smiles": "N[C@@H](C=O)CC[NH3+]"}

---

[14]
{"formula": "C4H11N2O", "method": "ωB97M-V with the def2-TZVPD basis set", "symbols": ["N", "C", "C", "C", "N", "C", "O", "H", "H", "H", "H", "H", "H", "H", "H", "H", "H", "H"], "positions_angstrom": [[0.11, -2.44, -1.78], [0.62, 1.01, -0.03], [0.62, 2.28, 0.80], [-0.54, 0.51, -0.75], [-0.05, -0.34, 0.37], [-0.90, -0.36, 1.61], [-0.86, 0.28, -1.85], [-0.34, -3.08, -2.43], [1.07, -2.42, -2.08], [-0.31, -1.54, -2.01], [1.50, 0.87, -0.66], [-0.35, 2.75, 0.77], [0.81, 2.05, 1.86], [1.50, 2.82, 0.47], [0.32, -1.24, 0.05], [-0.49, -1.14, 2.26], [-1.90, -0.62, 1.30], [-0.82, 0.60, 2.09]], "gap_ev": 9.05, "homo_energy_ev": -14.42, "de_lowest_ev": 4.005, "lumo_energy_ha": -0.1970, "charge": 1}